{
  "formula": "C28H38MnN5",
  "method": "ωB97M-V/def2-TZVPD",
  "total_charge": 1,
  "gap_ev": [5.0, 4.8],
  "multiplicity": 6,
  "energy_ha": -2514.36156,
  "largest_force_ev_per_a": 4.84,
  "e_above_lowest_ev": 0.421,
  "elements": ["Mn", "C", "C", "C", "C", "C", "C", "C", "N", "C", "C", "C", "C", "C", "C", "C", "N", "C", "C", "C", "C", "H", "H", "H", "H", "H", "H", "H", "H", "H", "H", "H", "H", "H", "H", "H", "H", "H", "H", "H", "H", "H", "H", "H", "H", "C", "C", "N", "C", "C", "N", "H", "H", "H", "H", "H", "H", "C", "C", "C", "C", "C", "C", "N", "H", "H", "H", "H", "H", "H", "H", "H"],
  "positions_angstrom": [[-13.99209, -7.74506, -11.26608], [-9.68478, -3.60787, -7.71762], [-11.20435, -3.67800, -7.33779], [-11.21798, -4.03583, -5.79379], [-11.84033, -2.29417, -7.65331], [-11.88772, -4.75289, -8.10962], [-11.27224, -5.99677, -8.38855], [-11.79269, -6.87577, -9.31446], [-13.04535, -6.70403, -9.81287], [-13.78511, -5.60673, -9.40713], [-13.17371, -4.55606, -8.62161], [-15.12462, -5.52713, -9.82523], [-15.96039, -4.45443, -9.42415], [-17.20500, -4.25990, -10.01767], [-17.67459, -5.26672, -10.92503], [-16.83091, -6.37684, -11.17229], [-15.56286, -6.42744, -10.71605], [-18.01145, -2.99893, -9.70961], [-18.77280, -3.17957, -8.36432], [-17.07969, -1.72209, -9.58623], [-18.85213, -2.65628, -10.91797], [-9.22668, -2.69089, -7.32560], [-9.57694, -3.67013, -8.78306], [-9.16797, -4.48841, -7.36952], [-10.69693, -3.28294, -5.21285], [-10.69026, -4.99129, -5.63716], [-12.27114, -4.20042, -5.43505], [-11.28502, -1.50795, -7.05706], [-12.89946, -2.29498, -7.29582], [-11.81790, -2.04009, -8.70350], [-10.31873, -6.24611, -7.89933], [-11.27581, -7.78851, -9.61946], [-13.74571, -3.62759, -8.57200], [-15.60975, -3.78467, -8.66168], [-18.57478, -5.21791, -11.51680], [-17.17061, -7.12736, -11.85527], [-18.09486, -3.67986, -7.71211], [-19.65192, -3.81570, -8.42775], [-19.05168, -2.22660, -7.96193], [-16.47611, -1.76696, -8.63279], [-17.64992, -0.81164, -9.57381], [-16.38142, -1.63547, -10.46211], [-19.53963, -3.45388, -11.18036], [-18.23486, -2.39915, -11.84561], [-19.53928, -1.77340, -10.68125], [-11.09460, -7.76127, -13.01185], [-12.25954, -7.00374, -13.53285], [-13.49605, -7.03511, -13.09211], [-14.30284, -6.35522, -14.00911], [-13.51450, -5.74512, -14.89518], [-12.22680, -6.09360, -14.57508], [-10.84319, -7.29992, -11.98788], [-10.26757, -7.77680, -13.71284], [-11.42145, -8.73720, -12.74094], [-15.39244, -6.19582, -13.85952], [-13.69907, -5.06321, -15.72474], [-11.39774, -6.04137, -15.19561], [-14.50316, -9.49736, -8.43652], [-14.85165, -10.17145, -9.70476], [-15.30769, -11.46365, -9.89862], [-15.45824, -11.61550, -11.29553], [-14.84534, -10.49665, -11.93285], [-14.49258, -10.37523, -13.37797], [-14.53636, -9.56736, -10.94515], [-14.64963, -10.19819, -7.59533], [-15.18307, -8.62559, -8.34292], [-13.47000, -9.15061, -8.33547], [-15.56566, -12.20545, -9.13699], [-15.90569, -12.51311, -11.75861], [-15.40403, -10.60658, -14.00160], [-13.81694, -11.18363, -13.62531], [-14.07708, -9.36451, -13.58612]],
  "atomic_forces_ev_per_a": [[-0.6, -0.8, -0.1], [-0.9, -0.1, 0.1], [1.4, 0.8, 1.0], [-1.2, -0.6, -0.8], [-0.1, 0.0, 2.1], [-0.9, -0.7, -0.6], [0.7, 0.2, 0.3], [-1.2, 0.3, 0.4], [0.2, 1.9, 1.4], [4.6, -0.1, 1.5], [-0.6, -1.8, -1.5], [-3.4, 1.4, -1.0], [0.2, -1.2, -0.5], [-0.4, -0.6, -0.7], [2.0, -0.4, 0.7], [0.0, 2.2, 0.5], [-0.9, -0.3, 0.1], [0.7, 1.2, -0.3], [0.1, -0.3, -1.4], [1.5, -1.4, 0.6], [-1.4, 1.2, -0.8], [-0.1, -0.4, -0.1], [0.1, 0.4, -0.8], [0.3, -0.1, 0.5], [-0.1, 0.2, 0.0], [-0.2, 0.3, -0.1], [1.0, 0.4, -0.2], [-0.7, -0.8, -0.8], [0.8, 0.3, -0.3], [0.1, 0.0, -0.3], [-0.5, 0.2, -0.5], [-0.1, 0.3, 0.1], [0.6, -0.4, 0.4], [-0.1, 0.2, 0.0], [-0.2, 0.2, 0.4], [0.1, -0.6, -0.2], [0.5, -0.2, 0.9], [-0.1, 0.0, -0.3], [-0.2, 0.5, 0.2], [-0.5, 0.2, -1.0], [-0.5, 0.2, 0.1], [-0.5, -0.3, 0.8], [-0.1, -0.1, -0.1], [-0.7, -0.3, 1.3], [1.1, -1.0, -0.4], [-0.2, 1.6, 1.9], [-0.4, 1.9, -1.3], [-0.3, -0.6, -1.0], [-1.2, 0.6, 1.5], [0.6, 0.8, -1.2], [1.8, -1.8, -0.2], [0.3, -0.4, -1.6], [0.2, 0.0, 0.2], [-0.2, -1.1, -0.2], [1.1, -0.4, -0.1], [-0.1, -0.4, 0.4], [-1.1, 0.3, 0.6], [-0.6, 0.3, 0.7], [1.2, -0.6, -1.0], [-0.5, 1.1, 0.0], [1.0, 0.1, -1.3], [-1.7, -1.6, 1.8], [-1.3, 0.2, -0.2], [-0.3, -2.0, 0.5], [-0.2, 0.5, -0.3], [0.4, -0.2, 0.5], [0.0, 0.0, -0.3], [0.0, 0.5, -0.3], [0.6, 0.7, 0.0], [0.8, 0.7, 0.4], [0.6, 0.2, -0.2], [-0.3, -0.9, -0.3]],
  "mulliken_spin": [4.739, 0.001, -0.002, 0.002, 0.002, 0.003, -0.012, 0.028, -0.081, -0.034, 0.006, 0.112, -0.010, -0.005, 0.000, 0.013, 0.047, 0.001, 0.001, 0.001, 0.001, 0.000, 0.000, 0.000, 0.000, 0.000, 0.000, 0.000, 0.000, 0.000, 0.001, 0.008, -0.005, -0.001, 0.000, 0.000, 0.000, 0.000, 0.000, 0.000, 0.000, 0.000, 0.000, 0.000, 0.000, 0.062, 0.029, -0.092, 0.051, -0.011, 0.005, -0.005, 0.003, -0.004, -0.001, 0.000, -0.001, 0.024, 0.018, 0.023, 0.016, 0.039, 0.031, -0.001, 0.001, -0.003, -0.003, 0.001, 0.002, 0.001, 0.001, 0.000]
}